DFT (ωB97M-V/def2-TZVPD) results for a 10-piece molecular cluster, C18H27ClN9O4 overall at a distorted geometry.

Each line ends with the Mulliken charge.
Element x y z (Å)
Cl -0.343 -6.002 7.391  1.40
O -0.915 -7.187 6.791  -1.23
O 1.085 -6.118 7.434  -0.48
O -0.659 -4.908 6.492  -0.75
O -0.912 -5.861 8.707  -0.67
C -1.670 -5.672 4.853  0.44
C -2.046 -5.882 3.401  -0.28
N -2.370 -6.026 2.267  -0.63
H -0.676 -5.226 4.883  0.66
H -1.727 -6.613 5.399  -0.69
H -2.334 -4.991 5.386  0.91
C -0.679 -8.959 8.421  -0.46
C -0.049 -9.459 7.217  0.43
N 0.511 -9.752 6.246  -0.51
H -0.117 -8.154 8.896  0.16
H -0.989 -9.802 9.038  0.55
H -1.604 -8.478 8.103  -0.03
C 2.283 -5.133 9.114  -0.02
C 3.332 -5.163 10.204  -0.03
N 4.187 -5.288 11.026  -0.58
H 2.811 -5.279 8.171  0.10
H 1.748 -4.185 9.054  0.12
H 1.593 -5.975 9.166  0.22
C 1.248 -3.672 6.390  1.32
C 2.521 -3.364 7.023  -0.02
N 3.495 -3.128 7.548  -0.58
H 1.301 -4.583 5.794  -0.49
H 0.950 -2.915 5.664  0.58
H 0.470 -3.795 7.143  -1.48
C 1.223 -6.598 4.783  0.19
C 0.935 -7.944 4.255  -0.07
N 0.721 -9.017 3.864  -0.59
H 0.291 -6.081 5.009  -0.51
H 1.897 -6.073 4.105  0.69
H 1.731 -6.600 5.748  -0.40
C -1.452 -8.646 4.869  0.28
C -2.395 -8.265 3.793  -0.38
N -3.136 -8.002 2.924  -0.68
H -0.671 -9.325 4.525  1.26
H -2.007 -8.997 5.738  0.43
H -0.915 -7.759 5.204  -0.82
C -0.966 -3.472 8.525  1.99
C -1.564 -2.172 8.112  0.13
N -2.087 -1.141 7.855  -0.58
H 0.120 -3.438 8.606  -0.33
H -1.402 -4.251 7.899  -0.98
H -1.285 -3.703 9.541  0.55
C 2.122 -7.899 7.297  1.60
C 3.073 -8.220 6.211  0.30
N 3.837 -8.487 5.355  -0.71
H 2.210 -8.613 8.116  0.67
H 1.124 -8.020 6.876  -1.62
H 2.232 -6.884 7.681  -0.10
C -3.140 -6.333 7.266  0.00
C -3.589 -7.259 6.279  0.82
N -4.000 -8.057 5.486  -0.70
H -2.262 -6.707 7.793  0.14
H -3.936 -6.330 8.011  0.50
H -2.959 -5.288 7.014  -0.03

- Net charge: -1
- Orbital gap: 0.3077 Eh
- Energy above the lowest of the compared OMol25 structures with the same formula, charge and spin: 1667.3 kJ/mol

=====

DFT (ωB97M-V/def2-TZVPD) results for a 2-piece molecular cluster, C18H27ClNO3 overall at a distorted geometry.

Each line ends with the Mulliken charge.
Element x y z (Å)
C 2.098 -2.320 0.588  -1.06
C 3.443 -1.549 0.727  0.33
Cl 4.345 -2.085 2.209  -0.22
C 3.225 -0.018 0.739  -0.83
C 4.540 0.734 0.831  0.45
C 4.749 1.655 1.750  -0.30
C 6.107 2.345 1.800  0.08
O 6.604 2.607 2.849  -0.51
C 6.746 2.601 0.455  -0.35
C 6.551 1.703 -0.484  -0.56
C 5.697 0.492 -0.124  0.43
O 5.994 -0.574 -0.569  -0.51
H 1.986 -3.101 1.346  0.36
H 2.094 -2.816 -0.394  0.29
H 1.242 -1.631 0.612  0.17
H 4.056 -1.866 -0.120  0.33
H 2.630 0.245 -0.146  0.36
H 2.655 0.183 1.659  0.32
H 3.982 1.917 2.480  0.40
H 7.363 3.491 0.331  0.40
H 7.001 1.794 -1.470  0.42
C -4.358 -0.520 1.261  -1.83
C -3.133 0.272 0.726  2.04
C -3.585 1.541 -0.015  -1.34
C -4.097 1.311 -1.435  -0.48
C -3.119 0.454 -2.231  -1.26
C -2.790 -0.863 -1.523  1.69
N -2.309 -0.635 -0.128  0.35
O -1.099 -0.163 -0.186  -0.57
C -4.045 -1.760 -1.533  -1.78
C -1.764 -1.649 -2.344  -1.85
C -2.383 0.729 1.984  -2.02
H -4.212 -1.597 1.168  0.33
H -4.522 -0.340 2.324  0.49
H -5.285 -0.254 0.750  0.34
H -2.745 2.241 -0.074  0.41
H -4.358 2.046 0.570  0.34
H -5.088 0.850 -1.415  0.30
H -4.223 2.274 -1.934  0.39
H -3.537 0.245 -3.218  0.40
H -2.199 1.022 -2.402  0.35
H -3.865 -2.699 -1.006  0.38
H -4.322 -2.005 -2.559  0.43
H -4.924 -1.294 -1.094  0.34
H -0.844 -1.091 -2.510  0.33
H -2.176 -1.887 -3.325  0.42
H -1.515 -2.593 -1.853  0.44
H -1.991 -0.122 2.544  0.47
H -3.063 1.279 2.636  0.51
H -1.556 1.400 1.752  0.34

- Orbital gap (spin up / spin down): 0.3066 / 0.3359 Eh
- Multiplicity: 2

=====

DFT (ωB97M-V/def2-TZVPD) results for C18H27F7N2O6S3Zn as an isolated structure at a distorted geometry.

Each line ends with the Mulliken charge.
Element x y z (Å)
C -3.618 2.526 1.105  -0.66
C -2.641 2.279 0.081  -0.37
C -1.104 1.936 0.278  -0.30
C -0.675 0.398 0.341  0.36
C -1.147 -0.011 1.867  -0.99
O -1.818 -1.304 1.906  -0.32
C -2.772 -1.373 2.932  0.85
F -2.965 -2.752 3.196  -0.24
F -2.382 -0.792 4.143  -0.22
F -4.001 -0.871 2.441  -0.23
O -1.395 -0.570 -0.394  0.01
C -2.034 -0.324 -1.580  0.45
F -3.463 -0.285 -1.305  -0.37
S -1.910 -1.852 -2.700  1.17
O -3.263 -2.113 -3.319  -0.64
O -0.909 -1.683 -3.799  -0.58
C -1.459 -3.373 -1.674  0.70
F -0.063 -3.381 -1.459  -0.24
F -2.165 -3.454 -0.468  -0.19
F -1.723 -4.483 -2.499  -0.19
C 0.943 0.169 0.168  0.41
C 1.259 -1.335 0.729  -0.74
C 1.932 -1.485 2.150  -0.55
C 1.532 -2.977 2.697  -0.59
S 1.672 -2.847 4.586  -0.16
C 1.264 -0.058 -1.421  -0.65
C 1.191 1.165 -2.385  -1.15
O 2.227 1.408 -3.082  -0.58
N 0.062 2.049 -2.733  0.49
C -0.307 1.715 -4.162  -0.91
C 0.434 3.501 -2.702  -0.76
N 1.789 1.236 0.630  0.39
S 1.666 1.868 2.209  -0.16
C 3.182 1.393 0.194  -0.07
C 4.180 0.158 0.324  -0.06
O 5.099 0.128 1.174  -0.47
H -3.996 1.599 1.680  0.25
H -4.076 3.548 1.345  0.35
H -3.011 2.388 -1.008  0.39
H -0.904 2.363 1.336  0.69
H -0.426 2.603 -0.371  0.21
H -0.302 -0.035 2.610  -0.03
H -1.918 0.744 2.273  0.67
H -1.842 0.628 -2.167  -0.06
H 0.315 -1.998 0.747  -0.24
H 1.950 -1.918 0.009  0.75
H 3.084 -1.509 2.167  0.19
H 1.617 -0.791 2.986  0.54
H 0.446 -3.240 2.499  0.21
H 2.288 -3.774 2.388  0.47
H 0.620 -1.977 4.922  0.25
H 0.604 -0.894 -1.866  0.63
H 2.317 -0.513 -1.533  0.46
H -1.421 1.928 -4.293  0.33
H -0.075 0.603 -4.305  0.24
H 0.336 2.263 -4.937  0.49
H -0.304 4.023 -1.981  0.28
H 0.337 4.040 -3.695  0.31
H 1.471 3.719 -2.291  0.27
H 1.977 3.239 2.173  0.28
H 3.350 1.828 -0.864  0.21
H 3.651 2.205 0.866  0.58
H 4.069 -0.777 -0.328  0.35
Zn 3.225 -4.904 4.167  0.50

- Net charge: +2
- Orbital gap: 0.0631 Eh

=====

DFT (ωB97M-V/def2-TZVPD) results for a 3-piece molecular cluster, C18H27FO11 overall at a distorted geometry.

Each line ends with the Mulliken charge.
Element x y z (Å)
C 1.826 3.834 -0.579  -0.91
C 0.323 3.517 -0.048  0.81
O -0.480 3.054 -0.891  -0.49
O 0.057 3.849 1.301  -0.42
C -0.823 2.912 1.962  -0.07
C -0.094 1.817 2.891  -0.82
C 1.498 1.919 2.963  -0.44
C 2.318 0.944 2.021  -0.07
C 1.999 0.132 0.904  0.80
C 0.551 -0.037 0.267  0.28
C 0.595 -0.383 -1.331  -0.55
C -0.969 -0.438 -1.784  0.04
F -1.087 -0.039 -3.163  -0.33
C 3.381 -0.547 0.448  0.05
O 3.518 -1.282 -0.568  -0.49
O 4.405 -0.169 1.370  -0.28
C 3.875 0.756 2.324  0.01
O 4.571 1.253 3.240  -0.56
H 2.575 3.022 -0.299  0.14
H 1.755 4.005 -1.718  0.31
H 2.087 4.863 -0.125  0.36
H -1.522 3.545 2.634  0.44
H -1.530 2.333 1.266  -0.10
H -0.480 2.006 3.968  0.45
H -0.443 0.739 2.653  0.34
H 1.919 2.986 2.808  0.32
H 1.795 1.654 4.051  0.43
H -0.132 0.870 0.357  -0.55
H 0.062 -0.947 0.783  0.39
H 1.176 0.410 -1.927  0.31
H 1.084 -1.407 -1.444  0.33
H -1.566 0.304 -1.136  -0.05
H -1.377 -1.481 -1.557  0.31
C 2.204 -6.769 -4.451  -0.62
O 2.688 -6.436 -3.152  -0.32
C 3.408 -5.301 -3.106  0.78
O 3.658 -4.582 -4.042  -0.54
O 3.799 -5.107 -1.835  -0.32
C 4.578 -3.928 -1.635  -0.55
H 1.640 -7.699 -4.369  0.22
H 1.535 -5.991 -4.824  0.29
H 3.035 -6.928 -5.143  0.29
H 4.004 -3.038 -1.895  0.30
H 5.504 -3.975 -2.214  0.33
H 4.837 -3.873 -0.577  0.19
C -7.325 0.067 2.370  -0.63
O -6.051 0.400 1.822  -0.30
C -5.982 1.638 1.300  0.69
O -6.879 2.443 1.266  -0.54
O -4.739 1.820 0.823  -0.18
C -4.519 3.101 0.235  -0.62
H -7.264 -0.950 2.760  0.22
H -7.579 0.739 3.193  0.29
H -8.097 0.095 1.597  0.29
H -4.660 3.894 0.973  0.33
H -5.178 3.250 -0.623  0.36
H -3.485 3.137 -0.115  0.09

- Orbital gap: 0.3464 Eh
- SMILES string: CC(=O)OCCCC1=C(CCCF)C(=O)OC1=O.COC(=O)OC.COC(=O)OC

=====

no.,DFT total energy (eV)
1,-53203.2947
2,-39255.8657
3,-134281.8438
4,-44340.7586